## P
This record from the Open Molecules 2025 dataset describes a 3-piece molecular cluster, C6H14O2 overall. The level of theory is ωB97M-V with the def2-TZVPD basis set.

Summary:
* frontier orbital gap: 4.4421 eV
* HOMO energy: -7.507 eV
* charge: 0

Bonds (Å) are listed after each position.
Cartesian coordinates (Å):
1 C 3.0852 -0.9852 0.2828  C2 1.526, H7 1.091, H8 1.082, H9 1.095
2 C 2.5589 0.4057 0.6253  C1 1.526, C3 1.521, H10 1.098, H11 1.085
3 C 1.2318 0.6079 -0.0897  C2 1.521, C4 1.344, C6 1.426
4 C 1.1287 1.4149 -1.1596  C3 1.344, H12 1.080, H13 1.077
5 C -1.1831 -0.1255 -0.1952  C6 1.417, H14 1.106, H15 1.093, H18 1.090
6 C 0.1272 -0.1838 0.3424  C3 1.426, C5 1.417, H16 1.089
7 H 3.1345 -1.0569 -0.8046  C1 1.091
8 H 4.0427 -1.2490 0.7113  C1 1.082
9 H 2.3350 -1.7287 0.5702  C1 1.095
10 H 2.3919 0.5098 1.7052  C2 1.098
11 H 3.2690 1.1570 0.2944  C2 1.085
12 H 0.2030 1.4858 -1.7118  C4 1.080
13 H 1.9315 2.0851 -1.4185  C4 1.077
14 H -1.6694 0.8013 0.1616  C5 1.106
15 H -1.8170 -0.9710 0.0850  C5 1.093
16 H 0.2527 -0.5432 1.3624  C6 1.089
17 H -4.5214 -0.8790 1.5798  O19 0.958
18 H -1.1723 -0.0265 -1.2808  C5 1.090
19 O -3.6349 -0.7896 1.2275  H17 0.958, H20 1.092
20 H -3.7273 -0.3573 0.2289  O19 1.092
21 H -4.3925 0.1590 -1.5039  O22 0.961
22 O -3.5742 0.2693 -1.0126  H21 0.961

## Q
This record from the Open Molecules 2025 dataset describes a 3-piece molecular cluster, C6H14O2 overall. The level of theory is ωB97M-V with the def2-TZVPD basis set.

Summary:
* frontier orbital gap: 7.7965 eV
* HOMO energy: -9.581 eV
* charge: 0

Bonds (Å) are listed after each position.
Cartesian coordinates (Å):
1 O 2.0658 1.8017 -1.6890  C2 1.214
2 C 1.8890 1.8963 -0.4912  O1 1.214, C3 1.454, H8 1.097
3 C 1.4969 0.8164 0.4002  C2 1.454, C4 1.488, H9 1.090
4 C 0.8810 -0.5017 0.0884  C3 1.488, C5 1.542, C6 1.546, H11 1.098
5 C 0.5972 -0.6401 -1.4206  C4 1.542, H12 1.092, H13 1.088, H14 1.083
6 C -0.4407 -0.7240 0.8583  C4 1.546, C7 1.526, H15 1.093, H16 1.081
7 C -0.8764 -2.1809 0.9912  C6 1.526, H17 1.097, H18 1.087, H19 1.085
8 H 2.1320 2.8417 0.0101  C2 1.097
9 H 1.6454 1.0934 1.4434  C3 1.090
10 H -0.3002 2.0545 0.4320  no bonds
11 H 1.6124 -1.2740 0.3592  C4 1.098
12 H -0.0319 -1.5081 -1.6294  C5 1.092
13 H 1.5084 -0.6605 -2.0145  C5 1.088
14 H 0.1080 0.2591 -1.7735  C5 1.083
15 H -0.3178 -0.2623 1.8410  C6 1.093
16 H -1.1866 -0.1685 0.3066  C6 1.081
17 H -1.0614 -2.6391 0.0113  C7 1.097
18 H -1.7719 -2.2572 1.6020  C7 1.087
19 H -0.1092 -2.7401 1.5169  C7 1.085
20 H -1.9146 1.4643 0.0389  O22 0.972
21 H -3.1139 2.0865 -0.6172  O22 0.963
22 O -2.8115 1.2428 -0.2641  H20 0.972, H21 0.963

## R
This record from the Open Molecules 2025 dataset describes a 2-piece molecular cluster, C6H14O2 overall. The level of theory is ωB97M-V with the def2-TZVPD basis set.

Summary:
* frontier orbital gap: 10.2552 eV
* HOMO energy: -9.543 eV
* charge: 0
* structure (SMILES): C/C=C/CCCO.O

Bonds (Å) are listed after each position.
Cartesian coordinates (Å):
1 C 2.1665 1.6350 1.1301  C2 1.497, H8 1.088, H9 1.046, H10 1.097
2 C 1.0243 0.6967 1.3642  C1 1.497, C3 1.328, H11 1.087
3 C -0.0427 0.5040 0.5978  C2 1.328, C4 1.504, H12 1.093
4 C -1.1713 -0.4317 0.9337  C3 1.504, C5 1.515, H13 1.092, H14 1.093
5 C -1.6092 -1.2273 -0.2785  C4 1.515, C6 1.569, H15 1.060, H16 1.082
6 C -0.5280 -2.2544 -0.7649  C5 1.569, O7 1.423, H17 1.084, H18 1.086
7 O 0.3390 -2.6921 0.2745  C6 1.423, H19 0.964
8 H 2.9526 1.4844 1.8671  C1 1.088
9 H 2.4744 1.5701 0.1322  C1 1.046
10 H 1.8979 2.6881 1.2800  C1 1.097
11 H 1.1086 0.1232 2.2837  C2 1.087
12 H -0.0264 0.9995 -0.3760  C3 1.093
13 H -0.8063 -1.1264 1.6926  C4 1.092
14 H -1.9877 0.1483 1.3717  C4 1.093
15 H -2.4560 -1.8366 -0.0882  C5 1.060
16 H -1.7493 -0.5704 -1.1274  C5 1.082
17 H -1.0534 -3.1582 -1.0519  C6 1.084
18 H 0.0704 -1.8579 -1.5795  C6 1.086
19 H 0.9214 -1.9589 0.5060  O7 0.964
20 O -0.2553 2.6106 -2.9446  H21 0.960, H22 0.957
21 H -1.0487 2.1507 -3.2284  O20 0.960
22 H -0.2207 2.5033 -1.9942  O20 0.957

## S
This record from the Open Molecules 2025 dataset describes a 2-piece molecular cluster, C6H14O2 overall. The level of theory is ωB97M-V with the def2-TZVPD basis set.

Summary:
* frontier orbital gap: 11.6884 eV
* HOMO energy: -10.903 eV
* charge: 0
* structure (SMILES): COC=O.CCCC

Bonds (Å) are listed after each position.
Cartesian coordinates (Å):
1 C -3.0759 2.2097 -1.0573  O2 1.432, H5 1.103, H6 1.103, H7 1.103
2 O -2.9761 1.7390 0.2919  C1 1.432, C3 1.343
3 C -2.1547 2.4643 1.0690  O2 1.343, O4 1.207, H8 1.108
4 O -1.5287 3.4360 0.7202  C3 1.207
5 H -3.7721 1.5370 -1.5859  C1 1.103
6 H -2.1020 2.1850 -1.5745  C1 1.103
7 H -3.4741 3.2371 -1.1061  C1 1.103
8 H -2.1418 2.0278 2.0873  C3 1.108
9 C 2.4147 -0.6805 1.6836  C10 1.528, H13 1.103, H14 1.103, H15 1.103
10 C 1.5080 -1.5539 0.8170  C9 1.528, C11 1.527, H16 1.107, H17 1.107
11 C 1.5242 -1.1370 -0.6519  C10 1.527, C12 1.528, H18 1.107, H19 1.107
12 C 0.6175 -2.0103 -1.5186  C11 1.528, H20 1.103, H21 1.103, H22 1.103
13 H 2.3827 -1.0045 2.7375  C9 1.103
14 H 2.0899 0.3722 1.6292  C9 1.103
15 H 3.4563 -0.7463 1.3268  C9 1.103
16 H 1.8323 -2.6097 0.8916  C10 1.107
17 H 0.4687 -1.4936 1.1933  C10 1.107
18 H 1.1999 -0.0812 -0.7265  C11 1.107
19 H 2.5635 -1.1973 -1.0283  C11 1.107
20 H -0.4241 -1.9446 -1.1618  C12 1.103
21 H 0.9423 -3.0630 -1.4641  C12 1.103
22 H 0.6495 -1.6863 -2.5724  C12 1.103

Structures ranked by computed energy, the most stable listed first: S, R, Q, P.

## P
This record from the Open Molecules 2025 dataset describes a 3-piece molecular cluster, C6H14O2 overall. The level of theory is ωB97M-V with the def2-TZVPD basis set.

Summary:
* frontier orbital gap: 9.0374 eV
* HOMO energy: -8.589 eV
* charge: 0
* structure (SMILES): C=C/C(C)=C/C.O.O

Bonds (Å) are listed after each position.
Cartesian coordinates (Å):
1 C 0.4374 -2.0628 -1.0224  C2 1.388, H7 1.139, H8 1.127
2 C -0.6450 -1.2112 -0.8469  C1 1.388, C3 1.488, H9 1.120
3 C -1.0669 -0.1446 0.1005  C2 1.488, C4 1.560, C5 1.364
4 C -2.6224 -0.0320 0.0595  C3 1.560, H10 1.126, H11 1.085, H12 1.082
5 C -0.3042 0.5303 1.0082  C3 1.364, C6 1.522, H13 1.109
6 C -1.0858 1.6291 1.7131  C5 1.522, H14 1.131, H15 1.225, H16 1.131
7 H 1.2082 -2.0813 -0.1845  C1 1.139
8 H 0.5297 -2.8247 -1.8475  C1 1.127
9 H -1.5566 -1.6258 -1.3472  C2 1.120
10 H -2.9513 0.5186 0.9852  C4 1.126
11 H -2.9469 0.4086 -0.8771  C4 1.085
12 H -3.1146 -0.9888 0.1728  C4 1.082
13 H 0.7669 0.2468 1.0653  C5 1.109
14 H -0.3971 2.3689 2.2196  C6 1.131
15 H -1.6056 2.3054 0.8342  C6 1.225
16 H -1.8323 1.2588 2.4777  C6 1.131
17 O 1.2161 1.2219 -1.8308  H18 0.988, H19 0.965
18 H 1.4749 1.0379 -2.7660  O17 0.988
19 H 0.6544 0.5139 -1.4932  O17 0.965
20 O 3.2043 -0.4307 0.9438  H21 0.990, H22 0.928
21 H 3.3584 0.3249 1.5651  O20 0.990
22 H 2.7702 -0.0449 0.2195  O20 0.928

## Q
This record from the Open Molecules 2025 dataset describes a 3-piece molecular cluster, C6H14O2 overall. The level of theory is ωB97M-V with the def2-TZVPD basis set.

Summary:
* frontier orbital gap: 8.8544 eV
* HOMO energy: -8.302 eV
* charge: 0
* structure (SMILES): C/C=C/C=C/C.O.O

Bonds (Å) are listed after each position.
Cartesian coordinates (Å):
1 C -1.9839 0.7304 0.7563  C2 1.525, H7 1.133, H8 1.105, H9 1.119
2 C -0.7484 0.0818 1.3709  C1 1.525, C3 1.352, H10 1.079
3 C -0.3058 -1.1252 0.9528  C2 1.352, C4 1.455, H11 1.075
4 C 1.0298 -1.6420 1.2075  C3 1.455, C5 1.336, H12 1.142
5 C 1.4055 -2.8734 0.8509  C4 1.336, C6 1.472, H13 1.117
6 C 2.7474 -3.4780 0.8240  C5 1.472, H14 1.076, H15 1.151, H16 1.120
7 H -2.1220 0.3931 -0.3169  C1 1.133
8 H -1.9518 1.8336 0.6960  C1 1.105
9 H -2.7267 0.4043 1.5274  C1 1.119
10 H -0.0859 0.7460 1.9041  C2 1.079
11 H -0.9646 -1.7154 0.3426  C3 1.075
12 H 1.9078 -0.9573 1.4602  C4 1.142
13 H 0.6046 -3.4427 0.3203  C5 1.117
14 H 3.0291 -3.4991 -0.2138  C6 1.076
15 H 3.4722 -2.7827 1.3864  C6 1.151
16 H 2.7046 -4.5164 1.2401  C6 1.120
17 O -3.0485 1.0312 -4.8082  H18 0.975, H19 0.958
18 H -2.6737 0.2656 -4.3358  O17 0.975
19 H -3.2876 0.8382 -5.7161  O17 0.958
20 O 1.4303 5.5106 0.4719  H21 0.964, H22 0.964
21 H 0.6825 5.1396 0.9543  O20 0.964
22 H 1.5409 4.8228 -0.1943  O20 0.964

Structures ranked by computed energy, the most stable listed first: Q, P.